(1)
{
  "formula": "C4H4NS",
  "method": "the ωB97M-V functional and the def2-TZVPD basis",
  "symbols": ["C", "C", "C", "C", "N", "S", "H", "H", "H", "H"],
  "positions_angstrom": [[-1.19927, 1.77062, -0.09839], [-0.65881, 1.14034, 0.91260], [0.51154, -1.25259, 0.99710], [1.04232, -2.13554, 0.23563], [-1.59526, 2.29441, 1.15419], [-0.01964, -0.05892, 1.95548], [-1.34848, 1.94945, -1.13687], [2.07005, -2.04380, -0.10353], [-1.19282, 3.18292, 1.45281], [0.52448, -3.02165, -0.11338]],
  "relative_energy_kj_mol": 464.57,
  "total_charge": 1,
  "energy_ha": -607.2686,
  "lumo_ev": [-6.31, -6.31],
  "homo_energy_ev": [-12.8, -12.8],
  "homo_lumo_gap_ha": [0.2398, 0.2400]
}



(2)
{
  "formula": "C4H4NS",
  "method": "the ωB97M-V functional and the def2-TZVPD basis",
  "symbols": ["C", "C", "C", "C", "N", "S", "H", "H", "H", "H"],
  "positions_angstrom": [[0.09676, -0.97852, 0.79776], [-1.15576, -0.41560, 0.96465], [0.95734, 0.46402, -0.84012], [-0.21759, 1.11971, -0.92209], [1.01451, -0.53228, -0.02507], [-1.61689, 0.87671, -0.00738], [0.38240, -1.85257, 1.37323], [-1.87200, -0.78801, 1.68215], [1.83641, 0.69544, -1.42649], [-0.34219, 1.93996, -1.62687]],
  "relative_energy_kj_mol": 0.00,
  "total_charge": 1,
  "energy_ha": -607.4455,
  "lumo_ev": -6.62,
  "homo_energy_ev": -15.3,
  "homo_lumo_gap_ha": 0.3180
}



(3)
{
  "formula": "C4H4O",
  "method": "the ωB97M-V functional and the def2-TZVPD basis",
  "symbols": ["C", "C", "C", "C", "O", "H", "H", "H", "H"],
  "positions_angstrom": [[-1.46114, -0.03166, -0.04543], [-2.02552, 1.05592, 0.23220], [-0.08714, -0.29131, -0.61102], [0.93842, 0.08596, 0.37520], [-0.94956, -1.40440, -0.33052], [0.13437, -0.02694, -1.63714], [1.73485, 0.44832, -0.20066], [1.10029, -0.70755, 1.07231], [0.61543, 0.87167, 1.14505]],
  "relative_energy_kj_mol": 552.59,
  "energy_ha": -229.8175,
  "lumo_ev": -0.86,
  "homo_energy_ev": -10.2,
  "homo_lumo_gap_ha": 0.3436
}



(4)
{
  "formula": "C4H4O",
  "method": "the ωB97M-V functional and the def2-TZVPD basis",
  "symbols": ["C", "C", "C", "C", "O", "H", "H", "H", "H"],
  "positions_angstrom": [[-0.45684, -1.27727, -0.86880], [0.36459, -0.54218, -0.03535], [0.54956, 0.86202, 0.71922], [-0.37394, 1.75837, 0.59072], [-1.22602, 2.52997, 0.42311], [-0.16114, -2.27277, -1.12907], [-1.38135, -0.89911, -1.26913], [1.25262, -1.09800, 0.25999], [1.43254, 0.93897, 1.30931]],
  "relative_energy_kj_mol": 137.68,
  "energy_ha": -229.9755,
  "lumo_ev": 0.81,
  "smiles": "C=CC=C=O",
  "homo_energy_ev": -8.8,
  "homo_lumo_gap_ha": 0.3515
}



(5)
{
  "formula": "C4H4O",
  "method": "the ωB97M-V functional and the def2-TZVPD basis",
  "symbols": ["O", "C", "C", "C", "C", "H", "H", "H", "H"],
  "positions_angstrom": [[2.27681, 0.17346, 1.05557], [1.26488, 0.56274, 0.51126], [-0.13591, -0.42421, 0.44922], [-0.63610, -0.51395, -0.91437], [-1.40696, 0.18192, -0.08680], [1.18018, 1.34780, -0.13357], [-0.01983, -1.47248, 0.94412], [-0.33971, -0.73040, -1.93589], [-2.18336, 0.87514, 0.11045]],
  "relative_energy_kj_mol": 307.59,
  "energy_ha": -229.9108,
  "lumo_ev": 0.55,
  "smiles": "O=CC1C=C1",
  "homo_energy_ev": -9.0,
  "homo_lumo_gap_ha": 0.3499
}



(6)
{
  "formula": "C4H4O",
  "method": "the ωB97M-V functional and the def2-TZVPD basis",
  "symbols": ["C", "C", "C", "C", "O", "H", "H", "H", "H"],
  "positions_angstrom": [[0.31327, -1.30264, 1.08266], [-0.91035, -1.62754, 1.45306], [1.20936, -0.74665, 0.09100], [-1.00950, 1.51568, -0.71475], [1.71014, -1.50989, 1.13890], [1.59875, -1.04662, -0.88350], [-1.47412, 1.70521, -1.61448], [-0.60524, 2.44103, -0.26517], [-0.83232, 0.57143, -0.28772]],
  "relative_energy_kj_mol": 936.04,
  "energy_ha": -229.6714,
  "lumo_ev": [-1.79, -1.65],
  "homo_energy_ev": [-9.0, -9.8],
  "homo_lumo_gap_ha": [0.2663, 0.2984]
}



(7)
{
  "formula": "C4H4O",
  "method": "the ωB97M-V functional and the def2-TZVPD basis",
  "symbols": ["C", "C", "C", "C", "O", "H", "H", "H", "H"],
  "positions_angstrom": [[0.15037, 0.47566, -1.34116], [0.04952, -0.10339, -0.09026], [-0.38928, 0.58878, 1.14080], [-0.51208, 1.82858, 1.00250], [-0.38162, 2.97339, 0.96727], [0.53199, -0.06179, -2.04842], [0.33383, 1.51598, -1.62310], [0.17492, -1.16332, -0.38122], [-1.31670, -0.09525, 1.26879]],
  "relative_energy_kj_mol": 276.98,
  "energy_ha": -229.9225,
  "lumo_ev": 0.67,
  "smiles": "C=CC=C=O",
  "homo_energy_ev": -8.9,
  "homo_lumo_gap_ha": 0.3512
}



(8)
{
  "formula": "C4H4O",
  "method": "the ωB97M-V functional and the def2-TZVPD basis",
  "symbols": ["C", "C", "C", "C", "O", "H", "H", "H", "H"],
  "positions_angstrom": [[0.27151, -0.28218, 1.30165], [-0.34265, 0.54195, 0.47270], [-0.54903, 0.14956, -0.90525], [0.40667, -0.44933, -1.59836], [1.38201, -0.94854, -2.03046], [0.23794, 0.10248, 2.43443], [0.61511, -1.26288, 0.98727], [-0.76711, 1.39773, 0.78190], [-1.25447, 0.75121, -1.44387]],
  "relative_energy_kj_mol": 137.99,
  "energy_ha": -229.9754,
  "lumo_ev": 0.75,
  "smiles": "C=CC=C=O",
  "homo_energy_ev": -8.5,
  "homo_lumo_gap_ha": 0.3404
}



(9)
{
  "formula": "C4H4O",
  "method": "the ωB97M-V functional and the def2-TZVPD basis",
  "symbols": ["C", "C", "C", "C", "H", "H", "H", "H", "O"],
  "positions_angstrom": [[0.59293, -0.93900, 0.68428], [0.71785, 0.10831, -0.40539], [-0.56753, 0.63842, -0.81213], [-1.66488, 1.19719, -0.76957], [0.56592, -0.18877, 1.92484], [1.70813, -1.59952, 0.44343], [-0.46968, -1.42396, 0.57587], [-2.61640, 1.70313, -0.66044], [1.73365, 0.50419, -0.98090]],
  "relative_energy_kj_mol": 352.65,
  "energy_ha": -229.8936,
  "lumo_ev": -0.05,
  "homo_energy_ev": -10.3,
  "homo_lumo_gap_ha": 0.3786
}



(10)
{
  "formula": "C4H4O",
  "method": "the ωB97M-V functional and the def2-TZVPD basis",
  "symbols": ["C", "C", "C", "C", "O", "H", "H", "H", "H"],
  "positions_angstrom": [[1.75253, 0.34605, -0.16700], [0.48398, 0.62348, -0.19909], [-0.82503, 0.57373, -0.11896], [-1.35677, -0.76798, 0.25253], [-0.66439, -1.74668, 0.41407], [2.26170, -0.03852, -1.04518], [2.30045, 0.42835, 0.76643], [-1.49942, 1.40901, -0.28610], [-2.45303, -0.82744, 0.38329]],
  "relative_energy_kj_mol": 136.81,
  "energy_ha": -229.9758,
  "lumo_ev": 0.38,
  "smiles": "C=C=CC=O",
  "homo_energy_ev": -10.0,
  "homo_lumo_gap_ha": 0.3797
}



(11)
{
  "formula": "C4H4O",
  "method": "the ωB97M-V functional and the def2-TZVPD basis",
  "symbols": ["C", "C", "C", "C", "O", "H", "H", "H", "H"],
  "positions_angstrom": [[1.61806, 0.90337, 0.50281], [0.38747, 0.22911, 0.11127], [-0.63444, -0.33632, -0.22584], [-1.78474, -0.92433, -0.81864], [-2.62100, -1.62771, -0.10379], [1.64059, 1.11436, 1.57625], [1.72981, 1.84504, -0.04416], [2.47788, 0.27011, 0.25991], [-2.81364, -1.47364, -1.25782]],
  "relative_energy_kj_mol": 467.73,
  "energy_ha": -229.8498,
  "lumo_ev": -0.01,
  "homo_energy_ev": -8.7,
  "homo_lumo_gap_ha": 0.3179
}



(12)
{
  "formula": "C4H4O2",
  "method": "the ωB97M-V functional and the def2-TZVPD basis",
  "symbols": ["C", "C", "C", "O", "C", "O", "H", "H", "H", "H"],
  "positions_angstrom": [[2.40922, 0.48314, 0.73978], [1.40094, 0.02214, 0.26834], [0.13648, -0.54504, -0.17051], [0.00307, -1.73036, -0.40066], [-1.05137, 0.39395, -0.29488], [-2.24660, -0.31933, -0.21008], [3.30757, 0.87590, 1.16577], [-1.00288, 1.16282, 0.48556], [-0.95095, 0.91113, -1.26607], [-2.00549, -1.25435, -0.31728]],
  "relative_energy_kj_mol": 177.02,
  "energy_ha": -305.2120,
  "lumo_ev": -0.10,
  "smiles": "C#CC(=O)CO",
  "homo_energy_ev": -10.6,
  "homo_lumo_gap_ha": 0.3874
}



(13)
{
  "formula": "C4H4O2",
  "method": "the ωB97M-V functional and the def2-TZVPD basis",
  "symbols": ["O", "C", "C", "C", "C", "O", "H", "H", "H", "H"],
  "positions_angstrom": [[-2.13498, 1.86034, 0.95735], [-1.36944, 1.02882, 0.12092], [-0.31867, 0.31830, 0.42092], [0.53116, -0.48749, 0.14838], [1.56835, -1.33288, 0.21908], [2.14304, -1.95497, -0.87460], [-2.58050, 2.56349, 0.41954], [-1.56234, 1.14358, -0.89684], [2.03806, -1.44150, 1.21857], [1.68532, -1.69768, -1.73331]],
  "relative_energy_kj_mol": 322.35,
  "energy_ha": -305.1567,
  "lumo_ev": 0.27,
  "smiles": "OC=C=C=CO",
  "homo_energy_ev": -7.7,
  "homo_lumo_gap_ha": 0.2939
}



(14)
{
  "formula": "C4H4O2",
  "method": "the ωB97M-V functional and the def2-TZVPD basis",
  "symbols": ["C", "C", "C", "O", "C", "O", "H", "H", "H", "H"],
  "positions_angstrom": [[1.77648, -1.05169, 0.08859], [1.22581, 0.03663, 0.04228], [0.23091, 1.18405, 0.09722], [-0.58585, 0.24942, 0.84792], [-1.49818, -0.53109, 0.23849], [-2.58704, -0.09417, 0.01060], [2.60038, -1.71960, -0.09308], [-0.28280, 1.58404, -0.81530], [0.28825, 2.09738, 0.74223], [-1.17044, -1.57910, 0.06602]],
  "relative_energy_kj_mol": 344.41,
  "energy_ha": -305.1483,
  "lumo_ev": 0.77,
  "smiles": "C#CCOC=O",
  "homo_energy_ev": -9.6,
  "homo_lumo_gap_ha": 0.3821
}



(15)
{
  "formula": "C4H4O2",
  "method": "the ωB97M-V functional and the def2-TZVPD basis",
  "symbols": ["C", "C", "C", "O", "C", "O", "H", "H", "H", "H"],
  "positions_angstrom": [[-1.98289, 0.81653, -1.31909], [-0.73784, 0.39613, -1.07639], [0.18846, -0.48712, -0.21715], [1.48330, -0.44267, -0.74267], [-0.01392, -0.33858, 1.19470], [0.74191, 0.28714, 1.88891], [-3.00361, 1.40571, -1.57678], [-0.36329, -1.39680, -0.49896], [1.96160, -0.26863, 0.06734], [-1.11923, -0.81772, 1.34607]],
  "relative_energy_kj_mol": 404.63,
  "energy_ha": -305.1253,
  "lumo_ev": -0.13,
  "smiles": "C#C[C@@H](O)C=O",
  "homo_energy_ev": -10.0,
  "homo_lumo_gap_ha": 0.3629
}



(16)
{
  "formula": "C4H4O2",
  "method": "the ωB97M-V functional and the def2-TZVPD basis",
  "symbols": ["C", "C", "O", "C", "C", "O", "H", "H", "H", "H"],
  "positions_angstrom": [[2.76205, -0.06372, -0.05119], [1.73880, 0.42336, 0.23977], [0.41888, 0.65283, 0.27116], [-0.38571, -0.39889, 0.01787], [-1.86728, 0.12047, 0.09808], [0.02607, -1.49570, -0.24572], [3.75864, 0.09563, -0.34204], [-2.02040, 0.74961, 0.87497], [-2.59246, -0.77628, -0.03251], [-1.83858, 0.69268, -0.83039]],
  "relative_energy_kj_mol": 241.98,
  "energy_ha": -305.1873,
  "lumo_ev": 0.75,
  "smiles": "C#COC(C)=O",
  "homo_energy_ev": -10.3,
  "homo_lumo_gap_ha": 0.4066
}



(17)
{
  "formula": "C4H4O2S",
  "method": "the ωB97M-V functional and the def2-TZVPD basis",
  "symbols": ["O", "C", "C", "C", "C", "S", "O", "H", "H", "H", "H"],
  "positions_angstrom": [[-2.22475, -1.35867, 0.09121], [-1.10970, -0.44207, -0.14333], [-1.07945, 0.90161, -0.09607], [0.38053, 1.08436, -0.07591], [0.97031, -0.15622, -0.09663], [2.49706, -0.83583, -0.05161], [0.03330, -1.11896, -0.13779], [-1.81775, -2.17361, -0.22569], [-1.80993, 1.65927, 0.23905], [0.89729, 2.08123, -0.14323], [3.26309, 0.35890, 0.64001]],
  "relative_energy_kj_mol": 227.13,
  "energy_ha": -703.4054,
  "lumo_ev": 0.29,
  "smiles": "Oc1ccc(S)o1",
  "homo_energy_ev": -7.9,
  "homo_lumo_gap_ha": 0.3019
}



(18)
{
  "formula": "C4H4O2S",
  "method": "the ωB97M-V functional and the def2-TZVPD basis",
  "symbols": ["C", "C", "C", "C", "O", "O", "S", "H", "H", "H", "H"],
  "positions_angstrom": [[0.53049, 0.62709, 1.93944], [1.42966, 0.19967, 1.18893], [-0.92892, 0.34386, -0.77057], [0.09330, -0.63366, -0.63763], [-2.41964, 0.40992, -2.79900], [1.33103, -0.23743, -0.12160], [-2.20612, 1.00926, -1.45613], [-0.45000, 0.85894, 2.49139], [2.47733, 0.10331, 1.60394], [-0.25526, -1.49603, 0.09549], [0.39814, -1.18494, -1.53425]],
  "relative_energy_kj_mol": 737.67,
  "energy_ha": -703.2110,
  "lumo_ev": [-1.59, -0.52],
  "homo_energy_ev": [-9.1, -9.6],
  "homo_lumo_gap_ha": [0.2752, 0.3338]
}



(19)
{
  "formula": "C4H4O2Tl",
  "method": "the ωB97M-V functional and the def2-TZVPD basis",
  "symbols": ["O", "C", "C", "C", "C", "H", "H", "H", "H", "Tl", "O"],
  "positions_angstrom": [[0.62093, 2.09902, 2.10919], [0.59661, 1.86763, 0.97529], [0.96321, 0.69406, 0.37435], [0.30410, 0.03187, -0.72682], [-0.12564, -1.39701, -0.53717], [0.54768, 0.35882, -1.74049], [-0.14129, -2.00412, -1.44415], [0.05184, -1.88864, 0.42061], [1.40259, 0.23692, 1.44627], [-3.17582, 0.33308, -0.37502], [-1.04420, -0.33163, -0.50205]],
  "relative_energy_kj_mol": 324.49,
  "total_charge": 2,
  "energy_ha": -476.9025,
  "lumo_ev": [-11.81, -12.64],
  "homo_energy_ev": [-19.7, -19.8],
  "homo_lumo_gap_ha": [0.2915, 0.2623],
  "s2": 0.7616,
  "spin_multiplicity": 2
}



(20)
{
  "formula": "C4H4O3",
  "method": "the ωB97M-V functional and the def2-TZVPD basis",
  "symbols": ["C", "C", "C", "O", "C", "O", "O", "H", "H", "H", "H"],
  "positions_angstrom": [[-0.76331, -1.01268, -0.09659], [0.46950, -0.17045, 0.03899], [1.55379, -0.86263, 0.01689], [2.38548, -1.66682, 0.03423], [0.36403, 1.26615, 0.04519], [1.18305, 2.14584, 0.12973], [-0.95067, 1.48647, 0.06150], [-1.45558, -0.45276, 0.59063], [-0.41053, -2.05095, 0.39944], [-1.21684, -1.16543, -1.15032], [-1.15891, 2.48326, -0.06970]],
  "relative_energy_kj_mol": 113.77,
  "energy_ha": -380.5037,
  "lumo_ev": 0.54,
  "smiles": "CC(=C=O)C(=O)O",
  "homo_energy_ev": -9.5,
  "homo_lumo_gap_ha": 0.3708
}